Entry 1:
Computed, not measured: 4 unconnected molecules or ions with the total composition C18H30O12, with ωB97M-V/def2-TZVPD.

The calculation puts the lowest unoccupied orbital energy at -0.39 eV. The total energy is -43718.265 eV.

Atoms and positions in Å:
O: 4.12927 -0.76380 1.88303
C: 3.11103 -1.66322 1.81311
O: 1.82892 -1.37000 1.10721
C: 2.07008 -1.62018 -0.35261
C: 1.10633 -2.86272 -0.81622
C: 1.79898 -3.93633 -1.84302
C: 3.27650 -4.48258 -1.38958
C: 4.53602 -3.64853 -2.10725
O: 5.11782 -4.38138 -3.24445
H: 3.22659 -2.71080 2.36994
H: 3.22321 -1.82881 -0.44332
H: 1.72431 -0.63694 -0.92587
H: 0.71238 -3.39654 0.15049
H: 0.19301 -2.37710 -1.41143
H: 1.75601 -3.50753 -2.94979
H: 1.08327 -4.89148 -1.86161
H: 3.36585 -5.59170 -1.82252
H: 3.42691 -4.59294 -0.22549
H: 5.37007 -3.51857 -1.26647
H: 4.20986 -2.53965 -2.40328
H: 4.75617 -3.92044 -4.07937
C: -2.34333 0.45814 1.23554
C: -1.82814 0.55555 -0.18649
C: -2.65117 1.45435 -1.05733
O: -2.44352 0.91030 -2.34805
C: -2.17413 -0.41876 -2.16564
O: -2.15168 -1.24581 -3.05954
O: -1.93733 -0.69455 -0.84781
H: -3.31908 -0.04013 1.26938
H: -1.66316 -0.14858 1.84278
H: -2.43180 1.44600 1.69647
H: -0.77184 0.85185 -0.18816
H: -2.31307 2.49461 -1.01715
H: -3.72345 1.41905 -0.83367
C: -8.50480 0.91967 -0.15030
C: -7.06394 1.11498 0.27730
C: -6.73465 0.45235 1.57963
O: -5.68004 1.25522 2.07786
C: -5.86655 2.50419 1.55103
O: -5.27823 3.50355 1.92351
O: -6.80236 2.48123 0.55477
H: -9.19288 1.43005 0.53348
H: -8.66765 1.35876 -1.14033
H: -8.76780 -0.14103 -0.19403
H: -6.38396 0.79216 -0.52081
H: -6.40341 -0.58239 1.44680
H: -7.55841 0.47306 2.30216
C: 5.27919 1.60570 0.97671
C: 5.31016 3.08476 1.30608
C: 4.06061 3.57223 1.97284
O: 4.01773 4.93537 1.59199
C: 4.67127 5.01965 0.39281
O: 4.64957 5.99521 -0.33615
O: 5.34790 3.86332 0.12098
H: 4.52499 1.38653 0.21209
H: 6.24281 1.29096 0.56216
H: 5.07079 1.00325 1.86541
H: 6.20136 3.32293 1.89987
H: 4.10692 3.47631 3.06221
H: 3.15047 3.08120 1.61005

Atoms 1-3, force components in eV/Å:
-7.30 -6.58 -0.57
3.70 4.77 0.16
4.01 -1.16 0.96

Formally, the Löwdin partial charges of the atoms, in units of the elementary charge, are as follows: atom 1 (O): -0.069, atom 2 (C): -0.095, atom 3 (O): -0.165, atom 4 (C): -0.163, atom 5 (C): -0.164, atom 6 (C): -0.215, atom 7 (C): -0.182, atom 8 (C): -0.262, atom 9 (O): -0.141, atom 10 (H): 0.173, atom 11 (H): 0.111, atom 12 (H): 0.144, atom 13 (H): 0.127, atom 14 (H): 0.113, atom 15 (H): 0.126, atom 16 (H): 0.118, atom 17 (H): 0.121, atom 18 (H): 0.112, atom 19 (H): 0.125, atom 20 (H): 0.124, atom 21 (H): 0.117, atom 22 (C): -0.009, atom 23 (C): -0.347, atom 24 (C): -0.108, atom 25 (O): 0.069, atom 26 (C): -0.510, atom 27 (O): 0.131, atom 28 (O): 0.070, atom 29 (H): 0.083, atom 30 (H): 0.087, atom 31 (H): 0.098, atom 32 (H): 0.159, atom 33 (H): 0.150, atom 34 (H): 0.133, atom 35 (C): -0.019, atom 36 (C): -0.357, atom 37 (C): -0.117, atom 38 (O): 0.046, atom 39 (C): -0.510, atom 40 (O): 0.135, atom 41 (O): 0.087, atom 42 (H): 0.096, atom 43 (H): 0.089, atom 44 (H): 0.092, atom 45 (H): 0.155, atom 46 (H): 0.144, atom 47 (H): 0.144, atom 48 (C): -0.035, atom 49 (C): -0.348, atom 50 (C): -0.118, atom 51 (O): 0.061, atom 52 (C): -0.507, atom 53 (O): 0.132, atom 54 (O): 0.085, atom 55 (H): 0.091, atom 56 (H): 0.092, atom 57 (H): 0.057, atom 58 (H): 0.161, atom 59 (H): 0.144, atom 60 (H): 0.142


Entry 2:
Computed, not measured: a molecular structure, C18H31Cl8Mg2O10, with ωB97M-V/def2-TZVPD.

Its charge is -1. The calculation puts the lowest unoccupied orbital energy at -3.76 eV. The total energy is -150701.006 eV.

Atoms and positions in Å:
Mg: 18.29734 -6.59849 -7.30462
Mg: 15.07350 -9.85582 -11.35380
C: 20.01053 -12.93050 -8.16627
C: 19.23928 -11.66548 -8.63936
O: 19.59046 -10.54057 -8.24913
O: 18.19680 -11.87430 -9.34853
H: 19.35126 -13.78770 -8.02966
H: 20.45535 -12.69835 -7.19862
H: 20.95092 -13.21803 -8.63647
C: 22.71952 -3.77207 -9.43930
C: 21.39944 -3.66952 -10.24777
O: 20.35406 -4.27831 -9.87136
O: 21.28107 -2.86860 -11.22880
H: 22.70738 -4.63323 -8.77120
H: 22.86321 -2.82380 -8.92138
H: 23.52358 -3.92708 -10.15871
C: 18.51278 -3.88614 -2.18315
C: 18.55581 -4.50296 -3.54691
O: 17.68492 -4.31361 -4.35837
O: 19.39544 -5.31812 -3.93282
H: 17.50439 -3.92207 -1.77087
H: 18.84066 -2.86759 -2.39084
H: 19.22756 -4.31563 -1.48120
C: 13.12911 0.39519 -10.26471
C: 14.22297 -0.51575 -10.79797
O: 14.90194 -0.16660 -11.73775
O: 14.49416 -1.63244 -10.43860
H: 12.10634 0.03739 -10.38308
H: 13.17916 1.37251 -10.74476
H: 13.34233 0.46565 -9.19809
C: 12.91745 -6.41978 -7.10192
C: 13.35588 -7.15875 -8.27752
O: 12.72776 -8.04899 -8.90224
O: 14.59779 -7.17034 -8.49870
H: 13.25643 -5.44715 -7.45855
H: 13.36568 -6.75141 -6.16533
H: 11.83864 -6.56439 -7.04407
Cl: 11.63051 0.25461 -3.29608
C: 12.51554 -1.23677 -2.92873
C: 12.51975 -1.52466 -1.41143
Cl: 10.86504 -1.89822 -0.88843
H: 13.54902 -1.25566 -3.27465
H: 12.21745 -2.13002 -3.47768
H: 12.87936 -0.71397 -0.77774
H: 13.02082 -2.43128 -1.07219
Cl: 7.95433 -4.41384 -10.54675
C: 8.34905 -5.53681 -11.88097
C: 9.22427 -4.82585 -13.00631
Cl: 9.72980 -5.92518 -14.34482
H: 7.35656 -5.69420 -12.30322
H: 8.84620 -6.38297 -11.40668
H: 10.09009 -4.29318 -12.61297
H: 8.62125 -4.06390 -13.50017
Cl: 4.87292 -9.60568 -3.36458
C: 4.75784 -10.15045 -5.03239
C: 6.10930 -9.79778 -5.72863
Cl: 6.06438 -10.62838 -7.25833
H: 3.90625 -9.68997 -5.53325
H: 4.52765 -11.21353 -4.96186
H: 6.96167 -10.12839 -5.13512
H: 6.19072 -8.74971 -6.01677
Cl: 10.65756 -14.39542 -9.49606
C: 9.99907 -14.68959 -11.06101
C: 10.25369 -13.67232 -12.10053
Cl: 12.00562 -13.31468 -12.30248
H: 8.95311 -14.91323 -10.85116
H: 10.45996 -15.61351 -11.41037
H: 9.77423 -12.74704 -11.78105
H: 9.82869 -13.89087 -13.08018

Atoms 1-3, force components in eV/Å:
0.14 0.76 0.38
0.08 0.33 0.81
0.36 0.40 0.99

Formally, the Löwdin partial charges of the atoms, in units of the elementary charge, are as follows: atom 1 (Mg): 1.245, atom 2 (Mg): 0.832, atom 3 (C): -0.037, atom 4 (C): -0.748, atom 5 (O): -0.085, atom 6 (O): -0.106, atom 7 (H): 0.061, atom 8 (H): 0.057, atom 9 (H): 0.060, atom 10 (C): -0.018, atom 11 (C): -0.695, atom 12 (O): -0.041, atom 13 (O): -0.012, atom 14 (H): 0.062, atom 15 (H): 0.073, atom 16 (H): 0.066, atom 17 (C): -0.014, atom 18 (C): -0.849, atom 19 (O): -0.006, atom 20 (O): -0.072, atom 21 (H): 0.074, atom 22 (H): 0.079, atom 23 (H): 0.074, atom 24 (C): 0.005, atom 25 (C): -0.787, atom 26 (O): 0.118, atom 27 (O): 0.129, atom 28 (H): 0.075, atom 29 (H): 0.076, atom 30 (H): 0.078, atom 31 (C): -0.021, atom 32 (C): -0.779, atom 33 (O): -0.068, atom 34 (O): -0.081, atom 35 (H): 0.091, atom 36 (H): 0.090, atom 37 (H): 0.083, atom 38 (Cl): 0.548, atom 39 (C): -0.679, atom 40 (C): -0.655, atom 41 (Cl): 0.513, atom 42 (H): 0.075, atom 43 (H): 0.074, atom 44 (H): 0.064, atom 45 (H): 0.060, atom 46 (Cl): 0.518, atom 47 (C): -0.624, atom 48 (C): -0.630, atom 49 (Cl): 0.500, atom 50 (H): 0.052, atom 51 (H): 0.064, atom 52 (H): 0.065, atom 53 (H): 0.054, atom 54 (Cl): 0.552, atom 55 (C): -0.694, atom 56 (C): -0.685, atom 57 (Cl): 0.568, atom 58 (H): 0.068, atom 59 (H): 0.057, atom 60 (H): 0.067, atom 61 (H): 0.068, atom 62 (Cl): 0.594, atom 63 (C): -0.747, atom 64 (C): -0.646, atom 65 (Cl): 0.498, atom 66 (H): 0.074, atom 67 (H): 0.067, atom 68 (H): 0.071, atom 69 (H): 0.078


Entry 3:
Computed, not measured: a molecular structure, C18H31F6N2NiO6S4Si4, with ωB97M-V/def2-TZVPD.

Its charge is -1. The calculation puts the lowest unoccupied orbital energy (alpha / beta) at 2.07 / 1.28 eV. As for the multiplicity: 3. The total energy is -166638.141 eV.

Atoms and positions in Å:
Ni: -1.11938 -0.13340 -0.34794
F: -4.21227 4.25472 -3.40179
C: -4.47633 2.98382 -3.08816
F: -5.20064 2.96617 -1.97354
F: -5.18903 2.44177 -4.07448
S: -2.87570 2.08256 -2.86431
O: -2.38250 2.52281 -1.58973
O: -2.14958 2.38185 -4.05714
N: -3.26701 0.55129 -2.86858
S: -3.93756 -0.15618 -1.64691
O: -3.17319 -0.07117 -0.40186
O: -5.34408 0.03251 -1.48842
C: -3.72678 -1.89921 -2.20708
F: -4.41878 -2.10932 -3.32688
F: -4.18765 -2.70917 -1.26008
F: -2.44301 -2.17241 -2.43348
O: 2.99040 -4.33532 0.70159
S: 2.05244 -4.05031 1.75088
O: 2.55992 -3.86929 3.08208
N: 1.10163 -2.76753 1.33255
C: -0.13886 -3.11661 1.18525
S: -1.45583 -2.09961 0.81060
C: -0.41517 -4.57519 1.41578
C: -1.61368 -5.26273 1.32561
C: -1.60595 -6.62808 1.58195
C: -0.42789 -7.29106 1.91552
C: 0.77559 -6.60053 2.00180
C: 0.74395 -5.24584 1.74753
H: -2.52144 -4.73817 1.05876
H: -2.53073 -7.18743 1.51849
H: -0.44986 -8.35621 2.10795
H: 1.69972 -7.10199 2.25675
C: 3.25772 0.95135 2.34743
Si: 1.38417 1.05702 2.51284
C: 0.76232 -0.42419 3.46475
C: 0.92947 2.56298 3.55735
Si: 0.46925 1.32582 0.36613
Si: 1.63249 0.33772 -1.44534
C: 3.26524 1.25640 -1.68329
C: 0.58184 0.54192 -2.99618
C: 2.08801 -1.47673 -1.37942
Si: 0.62790 3.61986 -0.15599
C: 2.28361 4.26342 0.49314
C: 0.56361 4.08528 -1.97514
C: -0.75501 4.54399 0.72278
H: 3.74635 0.90714 3.32517
H: 3.66511 1.80161 1.79905
H: 3.51685 0.03829 1.80507
H: 1.18957 -0.40590 4.47245
H: 1.05892 -1.35464 2.98253
H: -0.32580 -0.41267 3.55123
H: 1.38076 2.45672 4.54882
H: -0.15382 2.62094 3.68947
H: 1.26611 3.50819 3.13295
H: 3.12353 2.31523 -1.89807
H: 3.81017 0.80729 -2.51945
H: 3.88341 1.16602 -0.78797
H: 0.25648 1.56515 -3.17896
H: -0.31651 -0.08628 -2.97760
H: 1.16644 0.21563 -3.86379
H: 2.72995 -1.72369 -0.53622
H: 2.63165 -1.69386 -2.30554
H: 1.22089 -2.13753 -1.33322
H: 3.12087 3.74169 0.02615
H: 2.37845 4.14603 1.57265
H: 2.38140 5.32877 0.26108
H: 1.43145 3.72397 -2.52858
H: 0.55110 5.17685 -2.05569
H: -0.33919 3.70150 -2.45264
H: -0.76242 4.35113 1.79681
H: -1.71821 4.23460 0.31238
H: -0.64491 5.62228 0.57011

Atoms 1-3, force components in eV/Å:
-0.13 -0.12 0.31
-0.01 0.02 0.01
0.05 -0.06 0.02

Formally, the Löwdin partial charges of the atoms, in units of the elementary charge, are as follows: atom 1 (Ni): 0.163, atom 2 (F): 0.134, atom 3 (C): -0.680, atom 4 (F): 0.140, atom 5 (F): 0.138, atom 6 (S): 0.564, atom 7 (O): -0.309, atom 8 (O): -0.269, atom 9 (N): -0.284, atom 10 (S): 0.607, atom 11 (O): -0.401, atom 12 (O): -0.250, atom 13 (C): -0.694, atom 14 (F): 0.143, atom 15 (F): 0.134, atom 16 (F): 0.119, atom 17 (O): -0.297, atom 18 (S): 0.633, atom 19 (O): -0.295, atom 20 (N): -0.093, atom 21 (C): -0.738, atom 22 (S): 0.762, atom 23 (C): -0.223, atom 24 (C): -0.030, atom 25 (C): -0.071, atom 26 (C): -0.078, atom 27 (C): -0.038, atom 28 (C): -0.220, atom 29 (H): 0.096, atom 30 (H): 0.102, atom 31 (H): 0.101, atom 32 (H): 0.119, atom 33 (C): -0.216, atom 34 (Si): 0.344, atom 35 (C): -0.218, atom 36 (C): -0.230, atom 37 (Si): 0.459, atom 38 (Si): 0.323, atom 39 (C): -0.211, atom 40 (C): -0.213, atom 41 (C): -0.221, atom 42 (Si): 0.350, atom 43 (C): -0.218, atom 44 (C): -0.207, atom 45 (C): -0.216, atom 46 (H): 0.028, atom 47 (H): 0.009, atom 48 (H): 0.026, atom 49 (H): 0.034, atom 50 (H): -0.015, atom 51 (H): 0.027, atom 52 (H): 0.028, atom 53 (H): 0.029, atom 54 (H): -0.005, atom 55 (H): 0.002, atom 56 (H): 0.030, atom 57 (H): 0.020, atom 58 (H): 0.004, atom 59 (H): 0.015, atom 60 (H): 0.040, atom 61 (H): 0.013, atom 62 (H): 0.035, atom 63 (H): 0.017, atom 64 (H): 0.013, atom 65 (H): 0.000, atom 66 (H): 0.029, atom 67 (H): 0.018, atom 68 (H): 0.034, atom 69 (H): -0.002, atom 70 (H): 0.011, atom 71 (H): 0.017, atom 72 (H): 0.028


Entry 4:
Computed, not measured: a molecular structure, C18H31F6N3P3Pb, with ωB97M-V/def2-TZVPD.

Its charge is +2. The calculation puts the lowest unoccupied orbital energy (alpha / beta) at -7.60 / -10.21 eV. As for the multiplicity: 2. The total energy is -73049.665 eV.

Atoms and positions in Å:
Pb: -2.25177 -1.44251 0.99199
C: 1.59927 -1.92368 -0.99658
P: 0.72641 -1.36005 0.49145
C: 1.17343 0.48508 0.43933
N: 2.35713 0.89956 0.53631
C: 2.83897 2.13938 0.57173
C: 4.19184 2.49364 0.72746
C: 4.52010 3.81660 0.77361
C: 3.52935 4.82717 0.67347
C: 2.21067 4.51637 0.52017
C: 1.81389 3.16279 0.46515
N: 0.54524 2.76578 0.31407
C: 0.15448 1.54242 0.25860
P: -1.64254 1.16203 -0.09928
C: -2.46680 2.46438 0.86407
C: -1.83836 1.55471 -1.90267
C: -0.87871 0.62924 -2.66171
C: -1.57132 3.02200 -2.23032
C: -3.29269 1.19844 -2.24699
C: 1.65893 -1.99444 1.97317
C: 3.15942 -1.71910 1.96166
C: 1.42383 -3.51937 1.97021
C: 1.00065 -1.37292 3.20913
H: 2.66587 -1.70887 -0.92774
H: 1.17796 -1.43951 -1.87653
H: 1.43545 -2.99391 -1.09423
H: 4.93503 1.71204 0.81290
H: 5.55813 4.10279 0.89051
H: 3.83003 5.86558 0.71674
H: 1.44847 5.27824 0.42551
H: -2.09121 3.44642 0.58452
H: -2.29669 2.30468 1.92992
H: -3.54117 2.41779 0.67822
H: 0.16778 0.91252 -2.50643
H: -1.07801 0.70652 -3.73356
H: -1.01003 -0.42249 -2.38099
H: -0.58218 3.35459 -1.91711
H: -2.32032 3.68418 -1.79256
H: -1.62611 3.14200 -3.31579
H: -3.49075 0.13578 -2.09859
H: -3.46763 1.41792 -3.30342
H: -4.01458 1.78504 -1.67244
H: 3.66354 -2.20994 1.12711
H: 3.58899 -2.12013 2.88400
H: 3.40064 -0.65311 1.94486
H: 1.96042 -4.01450 1.16086
H: 0.36986 -3.78734 1.89726
H: 1.80084 -3.92053 2.91494
H: 1.06070 -0.27883 3.21199
H: 1.51188 -1.72612 4.10690
H: -0.04666 -1.67024 3.30766
N: -4.37747 -1.63061 -0.36357
H: -4.16832 -1.84049 -1.33560
H: -5.07668 -0.89451 -0.33713
H: -4.81909 -2.47479 -0.00725
F: -1.77730 -2.56387 -1.01401
P: -1.93586 -4.36673 -0.97216
F: -3.50882 -4.14738 -1.14120
F: -0.36149 -4.38260 -0.72781
F: -1.73326 -4.34524 -2.52436
F: -2.13497 -4.11814 0.66411
F: -2.07844 -5.90377 -0.81962

Atoms 1-3, force components in eV/Å:
-0.12 -0.54 -0.16
0.06 0.10 0.04
0.18 -0.06 0.09

Formally, the Löwdin partial charges of the atoms, in units of the elementary charge, are as follows: atom 1 (Pb): 1.236, atom 2 (C): -0.205, atom 3 (P): 0.971, atom 4 (C): -0.310, atom 5 (N): 0.234, atom 6 (C): -0.135, atom 7 (C): 0.029, atom 8 (C): -0.003, atom 9 (C): -0.005, atom 10 (C): 0.030, atom 11 (C): -0.147, atom 12 (N): 0.182, atom 13 (C): -0.330, atom 14 (P): 0.908, atom 15 (C): -0.229, atom 16 (C): -0.715, atom 17 (C): -0.082, atom 18 (C): -0.067, atom 19 (C): -0.079, atom 20 (C): -0.723, atom 21 (C): -0.071, atom 22 (C): -0.072, atom 23 (C): -0.095, atom 24 (H): 0.060, atom 25 (H): 0.046, atom 26 (H): 0.048, atom 27 (H): 0.136, atom 28 (H): 0.134, atom 29 (H): 0.132, atom 30 (H): 0.136, atom 31 (H): 0.053, atom 32 (H): 0.059, atom 33 (H): 0.059, atom 34 (H): 0.084, atom 35 (H): 0.108, atom 36 (H): 0.066, atom 37 (H): 0.072, atom 38 (H): 0.090, atom 39 (H): 0.106, atom 40 (H): 0.056, atom 41 (H): 0.110, atom 42 (H): 0.088, atom 43 (H): 0.089, atom 44 (H): 0.106, atom 45 (H): 0.066, atom 46 (H): 0.093, atom 47 (H): 0.071, atom 48 (H): 0.108, atom 49 (H): 0.082, atom 50 (H): 0.104, atom 51 (H): 0.057, atom 52 (N): -0.035, atom 53 (H): 0.042, atom 54 (H): 0.065, atom 55 (H): 0.057, atom 56 (F): -0.413, atom 57 (P): 0.191, atom 58 (F): -0.126, atom 59 (F): -0.132, atom 60 (F): -0.073, atom 61 (F): -0.270, atom 62 (F): -0.047


| no. | maximum force (eV/Å) |
| --- | --- |
| 1 | 9.84 |
| 2 | 6.20 |
| 3 | 0.36 |
| 4 | 0.57 |